Entry 1:
Computed, not measured: the ion C4H11N4 with charge +1 in a non-equilibrium geometry, with ωB97M-V/def2-TZVPD.

HOMO energy in eV: -13.950
LUMO level in eV: -3.37
Net charge: +1
Strongest force on any atom in Eh/bohr: 0.0235
Relative energy (zero: lowest compared OMol25 entry of this formula, charge and spin) in eV: 3.2389
Energy in eV: -10277.9507
SMILES string: C=C/C(N)=N\[NH2+]NC

```
19
Properties=species:S:1:pos:R:3:forces:R:3:nbo_charge:R:1
N -2.699 -0.374 0.635 -0.15 -0.05 -0.07 -0.73
N -1.159 0.637 -0.649 -1.14 0.07 -0.40 -0.40
N 1.050 -0.031 -1.303 -0.19 -0.62 -0.10 -0.43
N 0.160 1.032 -0.925 0.74 0.39 0.73 -0.21
C -1.440 0.011 0.462 0.78 0.18 -0.14 0.44
C -0.473 -1.450 2.198 0.08 0.10 -0.09 -0.27
C 2.310 0.483 -1.793 0.31 0.41 -0.07 -0.45
C -0.468 -0.306 1.527 0.10 -0.03 0.06 -0.34
H 1.178 -0.671 -0.522 -0.29 0.31 0.06 0.38
H 0.279 0.451 1.737 0.06 0.01 0.07 0.22
H 0.258 -1.659 2.960 0.13 0.04 0.13 0.23
H 2.812 1.162 -1.088 0.00 -0.06 -0.10 0.19
H -3.374 -0.165 -0.084 -0.06 -0.06 -0.01 0.43
H -3.005 -0.785 1.500 0.01 0.10 -0.03 0.42
H 0.083 1.635 -1.765 0.01 -0.34 0.52 0.44
H 0.566 1.630 -0.159 -0.24 -0.36 -0.53 0.39
H 2.140 0.998 -2.741 0.10 -0.01 0.03 0.22
H -1.185 -2.234 1.993 -0.17 -0.11 -0.07 0.21
H 2.966 -0.366 -1.984 -0.09 0.05 0.00 0.25
```
Forces are in eV/Å.

***

Entry 2:
Computed, not measured: the ion C4H11N4 with charge +1 in a non-equilibrium geometry, with ωB97M-V/def2-TZVPD.

HOMO energy (alpha / beta) in eV: -9.878 / -13.668
Spin multiplicity: 3
LUMO level (alpha / beta) in eV: -3.17 / -5.86
Net charge: +1
Strongest force on any atom in Eh/bohr: 0.1102
Relative energy (zero: lowest compared OMol25 entry of this formula, charge and spin) in eV: 2.6120
Energy in eV: -10273.0325

```
19
Properties=species:S:1:pos:R:3:forces:R:3:nbo_charge:R:1
N -0.017 0.312 -0.962 -0.74 -1.14 -1.28 -0.24
N 2.148 -0.018 -0.149 -2.06 4.25 0.07 -0.26
N -2.220 -0.199 -0.531 -0.55 -0.52 1.13 -0.52
N 1.237 0.464 -0.993 0.31 2.14 -1.00 0.07
C 2.366 -1.282 0.030 3.81 -3.81 1.76 -0.24
C -3.203 0.582 0.262 -0.39 0.70 2.51 -0.46
C -0.807 -0.172 -0.087 0.15 -0.61 0.89 0.11
C 3.078 0.980 0.216 -1.52 3.19 0.23 -0.41
H 3.944 0.903 -0.326 2.39 -0.33 -1.47 0.21
H -2.672 -1.084 -0.708 0.54 -1.06 0.01 0.44
H -3.808 0.091 1.089 1.48 -0.36 -1.09 0.26
H 3.347 0.892 1.265 -0.35 0.24 0.22 0.23
H -2.606 1.347 0.718 0.05 0.53 0.43 0.23
H 2.602 2.010 -0.104 1.07 -2.00 1.21 0.24
H -2.071 0.200 -1.417 -0.31 1.06 -1.99 0.45
H -3.972 1.080 -0.270 -0.34 0.21 -1.46 0.25
H 1.578 -1.904 -0.159 -1.39 -2.03 -0.35 0.18
H -0.528 -0.458 0.900 -0.29 -0.24 0.84 0.22
H 3.410 -1.515 0.418 -1.89 -0.23 -0.65 0.22
```
Forces are in eV/Å.

***

Entry 3:
Computed, not measured: a cluster of 2 separate species, C4H11N4O2 in total in a non-equilibrium geometry, with ωB97M-V/def2-TZVPD.

HOMO energy (alpha / beta) in eV: -13.281 / -12.659
LUMO level (alpha / beta) in eV: -5.43 / -5.05
Net charge: +1
Strongest force on any atom in Eh/bohr: 0.0914
Relative energy (zero: lowest compared OMol25 entry of this formula, charge and spin) in eV: 7.2234
Energy in eV: -14369.3111

```
21
Properties=species:S:1:pos:R:3:forces:R:3:nbo_charge:R:1
O -1.584 1.882 0.084 -0.63 -0.33 -0.50 -0.33
O -1.361 -2.607 0.034 0.24 -0.11 -0.78 -0.36
N -1.746 0.792 0.598 -0.31 -0.11 1.80 0.06
N -1.576 -1.466 0.480 -0.89 -0.63 2.66 -0.05
N 0.720 0.651 1.635 0.42 1.11 -0.62 -0.68
N -1.139 -0.189 -1.403 0.52 -1.42 -1.85 -0.80
C 1.371 -1.058 -0.005 2.47 0.65 2.56 -0.71
C 0.841 0.280 0.378 1.90 0.03 1.37 0.49
C 0.948 1.296 -0.691 1.33 3.73 2.54 -0.72
C -1.328 -0.321 -0.125 -2.03 0.80 0.56 0.34
H -1.967 -1.412 1.462 0.54 0.29 -1.03 0.40
H 2.058 1.598 -0.562 -1.40 -0.44 -0.35 0.29
H 0.374 2.318 -0.465 1.19 -2.43 -0.71 0.29
H 1.272 -1.101 -1.003 0.02 -0.22 -3.71 0.24
H -1.420 0.714 -1.694 -0.20 0.81 -1.14 0.43
H 0.945 0.193 2.490 0.19 -1.47 0.07 0.43
H 2.514 -1.165 0.221 -2.15 0.31 -0.08 0.29
H -1.109 -1.017 -1.972 -0.27 0.13 -0.44 0.44
H 0.549 1.614 1.863 -0.34 0.55 -0.45 0.42
H 0.807 0.894 -1.648 -0.12 -0.16 -1.07 0.26
H 0.830 -1.897 0.321 -0.48 -1.09 1.17 0.27
```
Forces are in eV/Å.

***

Entry 4:
Computed, not measured: a structure of composition C4H11N6 in a non-equilibrium geometry, with ωB97M-V/def2-TZVPD.

HOMO energy (alpha / beta) in eV: -12.700 / -12.701
LUMO level (alpha / beta) in eV: -6.24 / -6.24
Net charge: +1
Strongest force on any atom in Eh/bohr: 0.1226
Relative energy (zero: lowest compared OMol25 entry of this formula, charge and spin) in eV: 5.8463
Energy in eV: -13254.6324

```
21
Properties=species:S:1:pos:R:3:forces:R:3:nbo_charge:R:1
N -0.042 -2.109 -0.708 2.03 -2.91 4.28 -0.63
N 0.290 1.002 -0.215 -0.16 0.68 1.04 -0.43
N 0.227 -1.024 0.131 -1.43 0.75 0.05 -0.32
N -1.898 0.206 0.515 -2.09 0.51 -0.61 -0.45
N 3.449 -0.506 0.384 -1.17 0.48 -1.60 -0.10
N 2.342 -0.021 0.598 1.14 0.00 2.27 -0.09
C 0.314 2.465 -0.371 -1.04 -2.39 1.18 -0.40
C 1.200 -0.078 -0.290 1.84 -0.85 -5.97 0.22
C -0.761 0.138 0.129 2.15 -1.64 1.00 0.58
C -3.025 -0.753 0.359 1.63 -0.49 1.92 -0.42
H 1.167 2.741 -0.816 3.39 0.79 -1.89 0.21
H -0.672 -1.911 -1.378 -2.59 1.24 -3.05 0.35
H -2.829 -1.860 0.548 0.29 1.30 -0.75 0.19
H 4.210 -0.346 1.045 -0.49 0.10 0.94 0.39
H 1.733 -0.332 -1.377 -1.44 0.69 2.54 0.21
H -0.502 -2.835 -0.086 1.05 0.99 -1.15 0.38
H -0.454 2.744 -1.003 -1.78 0.49 -1.23 0.23
H -3.694 -0.507 1.168 -0.70 0.29 -0.31 0.23
H 2.023 0.430 1.476 0.80 0.06 0.27 0.41
H -3.341 -0.477 -0.619 -1.07 -0.47 -0.58 0.23
H 0.265 3.033 0.508 -0.36 0.35 1.66 0.21
```
Forces are in eV/Å.